# C25H30N4O2S

A single C25H30N4O2S molecule (the ωB97M-V functional and the def2-TZVPD basis, the Open Molecules 2025 dataset).

```
62
C25H30N4O2S | the Open Molecules 2025 dataset | the ωB97M-V functional and the def2-TZVPD basis
C 9.818 -1.241 1.223
C 8.377 -1.256 0.847
C 7.402 -2.016 1.414
S 5.875 -1.724 0.670
C 6.680 -0.566 -0.374
C 5.910 0.169 -1.421
C 6.712 1.341 -1.980
N 4.614 0.583 -0.906
C 4.613 1.537 0.177
C 3.501 -0.022 -1.397
O 3.564 -0.907 -2.232
C 2.189 0.455 -0.872
C 1.774 1.777 -1.016
C 0.521 2.162 -0.594
C -0.355 1.240 -0.014
O -1.547 1.749 0.386
C -2.559 0.896 0.896
C -3.586 1.783 1.596
C -4.745 0.935 2.109
N -5.376 0.234 1.009
C -6.598 -0.439 1.422
C -7.396 -0.888 0.227
C -7.394 -2.214 -0.199
C -8.134 -2.559 -1.317
C -8.852 -1.572 -1.973
C -8.796 -0.283 -1.465
N -8.094 0.050 -0.398
C -4.439 -0.664 0.366
C -3.270 0.123 -0.215
C 0.056 -0.084 0.118
C 1.311 -0.466 -0.319
N 7.938 -0.446 -0.155
H 10.424 -1.534 0.369
H 10.114 -0.234 1.513
H 10.002 -1.923 2.048
H 7.487 -2.722 2.215
H 5.676 -0.535 -2.235
H 6.989 2.032 -1.188
H 6.126 1.864 -2.731
H 7.623 0.964 -2.433
H 3.707 1.430 0.771
H 4.672 2.564 -0.194
H 5.476 1.351 0.818
H 2.428 2.501 -1.478
H 0.186 3.182 -0.704
H -2.128 0.198 1.630
H -3.959 2.512 0.877
H -3.116 2.318 2.422
H -5.488 1.585 2.575
H -4.373 0.230 2.879
H -7.200 0.287 1.973
H -6.389 -1.303 2.079
H -6.827 -2.959 0.340
H -8.150 -3.580 -1.670
H -9.440 -1.797 -2.849
H -9.344 0.526 -1.931
H -4.958 -1.186 -0.441
H -4.056 -1.423 1.078
H -3.648 0.841 -0.944
H -2.580 -0.552 -0.724
H -0.591 -0.830 0.552
H 1.621 -1.496 -0.228
```

## Properties
Energy relative to the best compared isomer or geometry (same formula, charge and spin) in kcal per mole: 30.5
Orbital gap in eV: 9.18
E_tot in eV: -47303.19686

***

# C25H31AsBrN4O4RhS

A molecular structure, C25H31AsBrN4O4RhS (the ωB97M-V functional and the def2-TZVPD basis, the Open Molecules 2025 dataset).

```
68
C25H31AsBrN4O4RhS | the Open Molecules 2025 dataset | the ωB97M-V functional and the def2-TZVPD basis
Rh 1.014 -0.468 1.673
O 3.861 1.197 -1.126
C 3.013 1.825 -1.979
C 3.515 2.346 -3.164
C 2.663 2.980 -4.056
C 1.310 3.089 -3.779
C 0.812 2.574 -2.587
C 1.650 1.954 -1.673
C 1.201 1.435 -0.327
O 1.716 0.180 -0.112
N -0.267 1.382 -0.223
N -0.640 0.804 1.052
C -1.029 -0.444 0.905
C -2.001 -1.113 1.818
Br -1.337 -2.457 2.968
C -3.324 -0.989 1.725
C -4.061 -0.140 0.769
C -3.695 1.169 0.458
C -4.411 1.891 -0.485
C -5.505 1.325 -1.124
C -5.898 0.034 -0.797
C -5.186 -0.686 0.148
H 3.294 0.597 -0.576
H 4.570 2.231 -3.374
H 3.062 3.381 -4.980
H 0.643 3.571 -4.482
H -0.247 2.650 -2.374
H 1.577 2.118 0.465
H -0.576 2.348 -0.135
H -1.035 -0.824 -0.115
H -3.935 -1.635 2.348
H -2.866 1.625 0.977
H -4.117 2.907 -0.714
H -6.060 1.893 -1.859
H -6.764 -0.407 -1.272
H -5.503 -1.689 0.413
O 0.683 0.092 3.300
C 5.291 0.755 2.362
As 3.687 0.269 3.302
C 2.868 1.951 3.743
C 4.190 -0.606 4.932
O 2.932 -0.847 2.309
H 5.898 1.446 2.944
H 4.991 1.218 1.421
H 5.853 -0.149 2.138
H 3.660 2.601 4.114
H 2.080 1.798 4.475
H 2.426 2.371 2.842
H 4.799 0.044 5.557
H 4.738 -1.509 4.673
H 3.273 -0.879 5.451
C -3.185 -3.963 -0.475
C -1.989 -3.261 -1.025
C -1.964 -2.513 -2.166
C -0.727 -1.955 -2.561
N 0.380 -2.093 -1.855
C 0.330 -2.733 -0.678
S 1.594 -2.738 0.442
N -0.837 -3.369 -0.329
C -0.612 -1.149 -3.813
H -4.071 -3.713 -1.052
H -3.341 -3.670 0.565
H -3.036 -5.044 -0.504
H -2.861 -2.374 -2.749
H -0.824 -3.821 0.579
H -1.549 -1.102 -4.364
H 0.171 -1.571 -4.444
H -0.291 -0.141 -3.541
```

## Properties
Energy relative to the best compared isomer or geometry (same formula, charge and spin) in kcal per mole: 91.2
Orbital gap (spin up / spin down) in eV: 7.31 / 7.31
E_tot in eV: -185298.81044

***

# C25H31BrCeF5N4O2S2SiTe

A molecular structure, C25H31BrCeF5N4O2S2SiTe at a distorted geometry (the ωB97M-V functional and the def2-TZVPD basis, the Open Molecules 2025 dataset).

```
73
C25H31BrCeF5N4O2S2SiTe | the Open Molecules 2025 dataset | the ωB97M-V functional and the def2-TZVPD basis
Ce -0.040 -0.917 -0.248
C 0.851 4.508 4.091
C -0.378 3.604 4.170
N -1.017 3.514 2.879
C -2.114 4.431 2.625
C -3.455 3.809 3.016
C -0.640 2.646 1.947
S 0.683 1.540 2.416
N -1.264 2.699 0.797
C -1.063 2.087 -0.363
O -0.163 1.258 -0.657
C -2.025 2.562 -1.394
C -3.244 3.103 -0.999
C -4.121 3.610 -1.935
C -3.786 3.585 -3.279
C -2.578 3.036 -3.682
C -1.697 2.523 -2.747
H 1.270 4.663 5.081
H 0.575 5.471 3.667
H 1.610 4.064 3.453
H -1.093 4.027 4.876
H -0.102 2.606 4.522
H -2.110 4.674 1.561
H -1.927 5.341 3.200
H -3.638 2.927 2.410
H -4.261 4.522 2.860
H -3.461 3.509 4.061
H -3.484 3.115 0.050
H -5.062 4.032 -1.616
H -4.469 3.992 -4.010
H -2.322 3.014 -4.732
H -0.740 2.118 -3.049
C 3.684 -5.690 1.790
Si 3.545 -4.009 0.891
C 3.049 -2.644 2.134
C 5.187 -3.663 -0.020
C 2.133 -4.141 -0.370
C 1.378 -5.273 -0.592
C 0.205 -5.204 -1.342
C -0.201 -3.971 -1.802
N 0.510 -2.848 -1.624
C 1.681 -2.940 -0.944
S 2.593 -1.472 -0.796
H 4.288 -5.580 2.686
H 4.169 -6.431 1.160
H 2.719 -6.083 2.095
H 3.369 -2.861 3.149
H 1.964 -2.537 2.144
H 3.471 -1.686 1.838
H 6.024 -3.697 0.672
H 5.163 -2.682 -0.487
H 5.366 -4.402 -0.798
H 1.700 -6.214 -0.173
H -0.396 -6.079 -1.523
H -1.133 -3.857 -2.350
F -3.280 -1.484 2.826
Te -1.318 -1.018 2.593
F -0.904 0.058 4.304
F -0.212 -2.546 1.058
F -2.253 0.667 2.381
F -2.034 -0.901 0.566
O 0.305 0.136 1.708
Br -2.225 -0.836 -2.608
C -0.657 -0.649 -3.722
C -0.723 -0.741 -5.099
C 0.481 -0.679 -5.788
C 1.659 -0.518 -5.075
C 1.594 -0.389 -3.696
N 0.447 -0.457 -3.025
H -1.668 -0.851 -5.605
H 0.495 -0.765 -6.864
H 2.610 -0.481 -5.579
H 2.480 -0.255 -3.087
```

## Properties
Expectation value of S²: 0.751
Energy relative to the best compared isomer or geometry (same formula, charge and spin) in kcal per mole: 0.0
Multiplicity: 2
Orbital gap (spin up / spin down) in eV: 7.05 / 7.29
E_tot in eV: -169889.33170

***

# C25H31BrN10O6Sr

A molecular structure, C25H31BrN10O6Sr at a distorted geometry (the ωB97M-V functional and the def2-TZVPD basis, the Open Molecules 2025 dataset).

```
74
C25H31BrN10O6Sr | the Open Molecules 2025 dataset | the ωB97M-V functional and the def2-TZVPD basis
Sr -0.078 0.503 -0.070
N -2.401 -0.801 -0.327
C -3.433 -0.766 -1.361
C -3.758 0.676 -1.721
N -2.587 1.454 -2.112
C -2.751 2.890 -1.908
C -1.430 3.604 -1.666
N -0.762 2.974 -0.524
C -2.089 1.117 -3.446
C -0.628 0.692 -3.497
N -0.385 -0.466 -2.623
H -2.269 -1.724 0.069
H -2.645 -0.181 0.445
H -4.369 -1.246 -1.064
H -3.076 -1.305 -2.244
H -4.185 1.151 -0.832
H -4.540 0.686 -2.496
H -3.367 3.033 -1.017
H -3.272 3.367 -2.751
H -1.641 4.665 -1.517
H -0.789 3.532 -2.549
H -1.390 2.974 0.284
H 0.077 3.480 -0.255
H -2.219 1.973 -4.121
H -2.699 0.308 -3.864
H 0.012 1.509 -3.151
H -0.366 0.509 -4.543
H 0.607 -0.684 -2.640
H -0.885 -1.278 -2.964
O 3.446 -6.429 2.467
N 2.506 -6.162 3.190
O 2.091 -6.914 4.048
C 1.692 -4.952 2.881
C 0.774 -4.639 3.803
C -0.109 -3.535 3.617
C -1.063 -3.181 4.587
C -1.919 -2.152 4.328
C -1.836 -1.520 3.077
N -0.955 -1.829 2.151
C -0.062 -2.800 2.433
C 1.001 -3.076 1.473
N 1.123 -2.221 0.430
C 2.104 -2.419 -0.433
C 3.007 -3.478 -0.328
C 2.903 -4.342 0.722
C 1.884 -4.156 1.681
H 0.690 -5.249 4.692
H -1.097 -3.725 5.525
H -2.650 -1.822 5.055
H -2.538 -0.731 2.822
H 2.201 -1.690 -1.230
H 3.794 -3.592 -1.062
H 3.603 -5.149 0.829
N -3.039 3.199 2.054
N -2.028 2.809 2.958
C -1.302 1.622 2.740
O -0.645 1.188 3.683
O -1.388 1.118 1.555
H -3.173 4.195 2.149
H -3.917 2.740 2.269
H -2.210 2.962 3.937
Br 5.711 2.823 -4.913
C 5.105 2.890 -3.123
C 5.747 3.715 -2.213
N 5.364 3.810 -0.939
C 4.315 3.082 -0.551
C 3.625 2.226 -1.401
C 4.034 2.123 -2.719
C 2.450 1.429 -0.905
O 1.904 1.792 0.174
O 2.056 0.452 -1.610
H 6.594 4.315 -2.522
H 3.999 3.174 0.482
H 3.524 1.452 -3.397
```

## Properties
Energy relative to the best compared isomer or geometry (same formula, charge and spin) in kcal per mole: 24.3
Orbital gap in eV: 7.89
E_tot in eV: -124494.86870

***

# C25H31F4N3O2Zr

A molecular structure, C25H31F4N3O2Zr at a distorted geometry (the ωB97M-V functional and the def2-TZVPD basis, the Open Molecules 2025 dataset).

```
66
C25H31F4N3O2Zr | the Open Molecules 2025 dataset | the ωB97M-V functional and the def2-TZVPD basis
Zr -0.085 0.080 0.079
C -2.705 -0.357 2.973
C -2.035 0.629 2.070
C -2.698 1.139 0.946
C -2.161 2.178 0.184
C -2.978 2.832 -0.886
C -0.909 2.701 0.562
C -0.261 2.270 1.732
C 0.796 3.123 2.371
C -0.783 1.164 2.418
H -1.992 -1.063 3.394
H -3.488 -0.910 2.459
H -3.171 0.184 3.800
H -3.707 0.805 0.728
H -3.808 3.363 -0.414
H -3.410 2.107 -1.577
H -2.402 3.564 -1.448
H -0.563 3.607 0.077
H 0.311 3.692 3.168
H 1.224 3.848 1.681
H 1.589 2.545 2.841
H -0.322 0.849 3.346
C -0.157 1.898 -2.841
C 1.214 2.053 -2.196
N 1.560 0.991 -1.187
C 2.327 -0.109 -1.869
C 1.546 -0.813 -2.977
C 2.459 1.600 -0.162
C 2.746 0.618 0.991
N 1.620 -0.321 1.105
C 1.969 -1.642 1.382
C 1.463 -2.647 0.566
F 0.696 -2.203 -0.505
C 1.757 -3.982 0.716
F 1.223 -4.865 -0.120
C 2.613 -4.370 1.728
C 3.161 -3.394 2.544
F 3.985 -3.740 3.517
C 2.853 -2.052 2.378
F 3.371 -1.130 3.190
H -0.438 2.837 -3.318
H -0.194 1.131 -3.606
H -0.928 1.665 -2.102
H 1.986 2.064 -2.967
H 1.263 3.018 -1.692
H 3.239 0.320 -2.294
H 2.636 -0.829 -1.116
H 1.547 -0.236 -3.899
H 2.023 -1.768 -3.193
H 0.513 -1.012 -2.693
H 3.401 1.899 -0.626
H 1.982 2.501 0.215
H 3.666 0.069 0.792
H 2.914 1.178 1.910
H 2.859 -5.413 1.878
O -2.274 -0.488 -3.370
C -2.373 -1.091 -2.344
C -3.230 -2.304 -2.035
C -2.977 -2.609 -0.554
C -1.915 -1.620 -0.202
O -1.240 -1.519 0.867
N -1.641 -0.744 -1.170
H -2.903 -3.113 -2.690
H -4.274 -2.111 -2.272
H -2.633 -3.624 -0.355
H -3.858 -2.442 0.070
```

## Properties
Energy relative to the best compared isomer or geometry (same formula, charge and spin) in kcal per mole: 13.3
Orbital gap in eV: 7.44
E_tot in eV: -47131.92560
Charge: +2

***

# C25H31N3O4S

A single C25H31N3O4S molecule (the ωB97M-V functional and the def2-TZVPD basis, the Open Molecules 2025 dataset).

```
64
C25H31N3O4S | the Open Molecules 2025 dataset | the ωB97M-V functional and the def2-TZVPD basis
C -7.355 -2.156 0.330
C -6.460 -0.990 -0.020
O -6.767 -0.162 -0.850
N -5.281 -0.938 0.670
C -4.867 -1.923 1.668
C -3.474 -1.482 2.151
C -3.223 -0.225 1.378
C -2.125 0.602 1.399
C -2.124 1.696 0.550
S -0.662 2.707 0.457
O 0.219 2.365 1.535
O -1.002 4.089 0.279
N 0.081 2.266 -0.987
C 0.049 0.866 -1.368
C 0.688 0.049 -0.239
O 0.146 -0.939 0.221
N 1.894 0.493 0.125
C 2.650 -0.076 1.233
C 3.023 1.015 2.234
C 4.208 1.827 1.724
C 5.433 0.929 1.606
C 5.147 -0.314 0.810
C 6.197 -1.015 0.227
C 5.972 -2.175 -0.490
C 4.681 -2.657 -0.630
C 3.632 -1.971 -0.051
C 3.851 -0.801 0.669
C 0.798 0.647 -2.698
C 0.988 -0.845 -2.959
C 0.037 1.286 -3.859
C -3.187 1.976 -0.287
C -4.302 1.151 -0.307
C -4.301 0.041 0.526
H -6.859 -3.100 0.114
H -8.259 -2.084 -0.269
H -7.621 -2.135 1.384
H -4.836 -2.919 1.218
H -5.587 -1.940 2.492
H -3.454 -1.298 3.225
H -2.707 -2.223 1.923
H -1.275 0.421 2.035
H -0.266 2.879 -1.710
H -0.984 0.498 -1.481
H 2.182 1.399 -0.210
H 1.976 -0.805 1.699
H 3.288 0.549 3.186
H 2.153 1.653 2.388
H 4.416 2.652 2.408
H 3.972 2.259 0.749
H 6.265 1.472 1.151
H 5.754 0.627 2.609
H 7.205 -0.640 0.339
H 6.801 -2.703 -0.938
H 4.496 -3.565 -1.185
H 2.620 -2.340 -0.144
H 1.781 1.123 -2.615
H 1.460 -0.998 -3.927
H 0.028 -1.355 -2.956
H 1.617 -1.296 -2.197
H -0.049 2.364 -3.738
H -0.963 0.863 -3.936
H 0.561 1.098 -4.793
H -3.139 2.853 -0.915
H -5.139 1.353 -0.952
```

## Properties
Energy relative to the best compared isomer or geometry (same formula, charge and spin) in kcal per mole: 6.5
Orbital gap in eV: 9.20
E_tot in eV: -49925.61960